(1)
C3H6N2S | ωB97M-V/def2-TZVPD

The calculation puts the total energy at -625.5164 Ha. The LUMO energy is 0.035 Eh. Its SMILES is C=CS/C=N/N. As for the multiplicity: 1. As for the HOMO energy: -8.0 eV. The calculation puts the energy above the lowest of the compared OMol25 structures with the same formula, charge and spin at 2.872 eV. The frontier orbital gap is 8.98 eV.

```
12
Properties=species:S:1:pos:R:3:forces:R:3
C 2.376927 1.479108 0.190571 -0.6469 -0.4627 -0.4684
C 1.145961 0.933487 0.399601 2.3943 0.4803 -0.4142
S 1.034712 -0.664696 1.126281 0.1076 0.4693 0.0153
C -0.507205 -1.102295 0.493635 -2.5840 -1.0732 0.5627
N -1.080046 -0.592913 -0.529209 1.0490 0.0022 0.7940
N -2.418202 -0.786229 -0.721117 -1.0384 -2.9574 2.0987
H 3.409781 1.080288 0.408418 -1.6388 -0.0323 0.0200
H 2.409968 2.356812 -0.442422 -0.0521 0.4018 0.3907
H 0.211046 1.410433 0.061457 0.6592 -0.3905 0.2304
H -1.093551 -1.786152 1.210157 0.8153 0.7189 -1.1179
H -2.826441 -1.785112 -0.576859 1.2927 2.0244 0.1491
H -2.662949 -0.542730 -1.620514 -0.3579 0.8193 -2.2604
```
Positions in Å, forces in eV/Å.

(2)
C3H6N2S | ωB97M-V/def2-TZVPD

The calculation puts the total energy at -625.4559 Ha. The LUMO energy (spin up / spin down) is -0.032 / -0.029 Eh. As for the multiplicity: 1. As for the HOMO energy (spin up / spin down): -10.4 / -8.1 eV. The calculation puts the energy above the lowest of the compared OMol25 structures with the same formula, charge and spin at 4.519 eV. The frontier orbital gap (spin up / spin down) is 9.53 / 7.34 eV.

```
12
Properties=species:S:1:pos:R:3:forces:R:3
C -1.366496 0.414827 -0.007479 -0.9761 0.0176 0.1045
C 0.919566 0.625399 -0.872760 -0.0731 -3.4896 -3.0471
C -0.371481 -0.170064 -0.715104 1.0804 -1.1564 -0.9043
N -2.267472 0.849613 0.557550 -1.0161 0.7050 0.7063
N 0.384181 -0.340459 1.899023 -1.4804 -0.9221 0.4821
S -0.726764 -1.794668 -1.434291 2.6562 1.8010 -0.8945
H 1.743054 -0.048996 -0.646016 0.2481 0.0185 0.1799
H 0.908788 1.398878 -0.212323 0.0148 2.3548 1.5613
H 1.121197 0.923573 -1.934833 -0.4392 0.0984 0.8658
H 1.334890 -0.193444 1.680472 1.6298 0.4159 -0.2737
H 0.079613 0.461822 2.448453 -0.0227 0.2548 -0.0542
H -1.759075 -2.126480 -0.762690 -1.6218 -0.0979 1.2738
```
Positions in Å, forces in eV/Å.

(3)
C3H6N2S | ωB97M-V/def2-TZVPD

The calculation puts the total energy at -625.5663 Ha. The LUMO energy is 0.031 Eh. Its SMILES is NC(=S)N1CC1. As for the multiplicity: 1. As for the HOMO energy: -8.7 eV. The calculation puts the energy above the lowest of the compared OMol25 structures with the same formula, charge and spin at 1.516 eV. The frontier orbital gap is 9.50 eV.

```
12
Properties=species:S:1:pos:R:3:forces:R:3
N -1.599428 0.849849 0.345644 0.6225 1.8134 -2.2531
C -0.468928 0.308436 -0.247952 -1.1605 -1.6796 1.8974
S 0.379507 1.010964 -1.408423 0.7097 0.4394 -0.8766
N -0.183019 -0.974563 0.365611 -0.3070 1.1568 -0.7439
C 1.168956 -1.472931 0.541933 0.5702 -0.1485 0.2114
C 0.385369 -0.868041 1.686150 1.1749 -0.9209 0.8116
H -2.004551 1.633399 -0.240380 0.6372 -1.4124 1.2790
H -2.251389 0.232302 0.765983 -0.4303 -0.5824 0.3273
H 1.277161 -2.581381 0.535053 -0.2867 1.0119 -0.2170
H 2.056800 -0.928012 0.150234 -1.0377 -0.2169 0.1736
H 0.752158 0.122765 1.986349 -0.4204 -0.4382 0.0837
H 0.062453 -1.586279 2.477949 -0.0720 0.9773 -0.6933
```
Positions in Å, forces in eV/Å.

multiplicity of number 2 (C3H6N2S)? 1

Number 3 is which compound? C3H6N2S

Which value of multiplicity does entry 3 give? 1